2 unconnected molecules or ions with the total composition C6H13NO2 in a non-equilibrium geometry, computed with wB97M-V/def2-TZVPD.

- energy above the lowest of the compared OMol25 structures with the same formula, charge and spin (kcal per mole) = 26.2
- HOMO (eV) = -9.194
- lowest unoccupied orbital energy (eV) = 0.8
- frontier orbital gap (eV) = 10.04

The geometry in ORCA input format:
```
! wB97M-V def2-TZVPD RIJCOSX def2/J DEFGRID3
* xyz 0 1
C -1.85 0.06 0.97
C 2.35 -1.01 -0.65
C -2.26 1.14 -0.03
C 1.41 0.16 -0.76
O 1.20 0.80 -1.76
H -1.45 0.51 1.88
H -2.73 -0.53 1.26
H 3.33 -0.69 -0.31
H 1.93 -1.70 0.08
H 2.45 -1.50 -1.62
H -2.88 1.88 0.47
H -2.83 0.73 -0.86
H -1.39 1.65 -0.44
C 1.38 0.98 0.71
C -0.81 -0.94 0.50
N -0.63 -1.03 -0.90
O -0.27 -1.75 1.22
H -0.24 -1.90 -1.24
H -1.15 -0.43 -1.52
H 2.41 1.34 0.77
H 1.28 0.38 1.61
H 0.75 1.86 0.64
*
```


A molecular structure, C8H7N2 in a non-equilibrium geometry, computed with wB97M-V/def2-TZVPD.

- energy above the lowest of the compared OMol25 structures with the same formula, charge and spin (kcal per mole) = 125.0
- HOMO (eV) = -12.832
- lowest unoccupied orbital energy (eV) = -5.7
- frontier orbital gap (eV) = 7.13

The geometry in ORCA input format:
```
! wB97M-V def2-TZVPD RIJCOSX def2/J DEFGRID3
* xyz 1 1
C 1.92 -0.48 -0.04
C 1.31 -1.64 -0.24
C -0.82 -1.70 -0.46
C -1.07 -0.34 -0.20
C 0.94 1.00 0.24
C 2.92 0.52 0.10
C 2.11 1.69 0.16
C -2.52 -0.03 0.11
N 0.37 -2.42 -0.46
N -0.33 0.78 0.20
H -1.54 -2.46 -0.89
H 4.00 0.27 0.05
H 2.39 2.76 0.26
H -3.32 -0.78 -0.13
H -2.64 0.17 1.17
H -2.68 1.04 -0.27
H -1.04 1.62 0.41
*
```


A molecular structure, C10H14N2O5PtS in a non-equilibrium geometry, computed with wB97M-V/def2-TZVPD.

- HOMO (alpha / beta) (eV) = -8.367 / -8.306
- lowest unoccupied orbital energy (alpha / beta) (eV) = -0.3 / -3.1
- frontier orbital gap (alpha / beta) (eV) = 8.03 / 5.19

The geometry in ORCA input format:
```
! wB97M-V def2-TZVPD RIJCOSX def2/J DEFGRID3
* xyz 0 3
Pt 1.35 -0.31 -0.16
O -2.41 -0.63 1.66
C -1.64 -0.63 0.72
O -0.60 -1.31 0.55
C -2.05 0.35 -0.48
C -1.48 -0.09 -1.83
C -2.21 0.68 -2.94
C -1.56 2.07 -2.81
C -0.61 1.84 -1.63
O -0.19 0.50 -1.85
C -1.45 1.75 -0.34
C -0.55 1.93 0.97
O -1.04 2.61 1.84
O 0.58 1.40 0.94
H -3.14 0.37 -0.45
H -1.41 -1.17 -1.97
H -2.01 0.24 -3.91
H -3.29 0.70 -2.78
H -0.99 2.32 -3.70
H -2.27 2.87 -2.62
H 0.25 2.50 -1.58
H -2.21 2.53 -0.27
C 2.84 -1.58 3.44
N 3.06 -1.10 2.10
C 2.62 -1.73 0.98
N 2.01 -2.94 1.16
S 3.36 -1.38 -0.56
H 3.34 -0.91 4.14
H 3.27 -2.58 3.56
H 1.78 -1.62 3.69
H 3.60 -0.26 1.97
H 1.30 -2.99 1.87
H 1.75 -3.41 0.30
*
```


5 unconnected molecules or ions with the total composition C24H31ClN7 in a non-equilibrium geometry, computed with wB97M-V/def2-TZVPD.

- HOMO (eV) = -10.936
- lowest unoccupied orbital energy (eV) = -3.6
- frontier orbital gap (eV) = 7.33

The geometry in ORCA input format:
```
! wB97M-V def2-TZVPD RIJCOSX def2/J DEFGRID3
* xyz 1 1
C -1.45 -0.31 0.23
C -2.68 -0.58 -0.67
Cl -3.19 0.95 -1.46
C -3.79 -1.11 0.16
N -4.91 -1.70 -0.64
C -5.75 -0.76 -1.22
N -6.19 -0.97 -2.50
N -6.17 0.30 -0.63
H -1.14 0.72 0.14
H -0.64 -0.95 -0.07
H -1.72 -0.46 1.26
H -2.39 -1.29 -1.42
H -3.39 -1.91 0.76
H -4.14 -0.38 0.88
H -5.50 -2.22 0.00
H -5.55 -1.62 -2.95
H -7.09 -1.45 -2.46
H -6.79 0.93 -1.11
H -5.91 0.53 0.32
N 1.32 1.61 0.19
C 1.96 1.90 1.32
C 3.04 2.76 1.40
C 3.49 3.36 0.24
C 2.84 3.08 -0.95
C 1.77 2.20 -0.92
H 1.58 1.40 2.21
H 3.53 2.95 2.35
H 4.34 4.03 0.25
H 3.16 3.52 -1.89
H 1.23 1.95 -1.83
N 6.25 -0.01 0.74
C 4.94 -0.21 0.67
C 4.31 -1.37 1.11
C 5.10 -2.38 1.64
C 6.47 -2.19 1.72
C 6.99 -0.99 1.26
H 4.36 0.60 0.25
H 3.24 -1.48 1.03
H 4.65 -3.30 1.99
H 7.12 -2.95 2.13
H 8.06 -0.80 1.30
N -4.94 -0.84 3.29
C -4.69 -2.06 3.77
C -4.99 -2.46 5.06
C -5.59 -1.55 5.91
C -5.85 -0.27 5.44
C -5.51 0.03 4.13
H -4.22 -2.75 3.07
H -4.77 -3.47 5.38
H -5.84 -1.82 6.92
H -6.31 0.47 6.07
H -5.70 1.02 3.72
N 4.10 2.31 -4.18
C 3.82 1.05 -3.85
C 3.96 -0.02 -4.73
C 4.41 0.24 -6.01
C 4.70 1.54 -6.37
C 4.53 2.54 -5.42
H 3.47 0.89 -2.84
H 3.73 -1.03 -4.40
H 4.53 -0.57 -6.72
H 5.05 1.79 -7.36
H 4.75 3.57 -5.66
*
```


A gas-phase ion, C4H7N2S (charge +1) in a non-equilibrium geometry, computed with wB97M-V/def2-TZVPD.

- energy above the lowest of the compared OMol25 structures with the same formula, charge and spin (kcal per mole) = 97.8
- HOMO (alpha / beta) (eV) = -12.259 / -11.331
- lowest unoccupied orbital energy (alpha / beta) (eV) = -4.6 / -5.9
- frontier orbital gap (alpha / beta) (eV) = 7.64 / 5.42

The geometry in ORCA input format:
```
! wB97M-V def2-TZVPD RIJCOSX def2/J DEFGRID3
* xyz 1 1
C -0.35 1.54 0.10
C -2.35 0.10 0.05
C 0.46 -0.76 -0.13
C 1.76 -1.46 0.01
N 0.59 0.55 -0.08
N -1.71 1.23 0.14
S -3.60 -0.81 -0.23
H 0.06 2.59 0.24
H -0.53 -1.25 0.01
H 1.53 -2.29 0.67
H 2.53 -0.70 0.37
H 2.22 -1.72 -0.95
H 1.60 0.85 -0.23
H -2.23 2.13 0.02
*
```


2 unconnected molecules or ions with the total composition C2H9NS in a non-equilibrium geometry, computed with wB97M-V/def2-TZVPD.

- energy above the lowest of the compared OMol25 structures with the same formula, charge and spin (kcal per mole) = 13.7
- HOMO (eV) = -8.889
- lowest unoccupied orbital energy (eV) = 1.0
- frontier orbital gap (eV) = 9.86

The geometry in ORCA input format:
```
! wB97M-V def2-TZVPD RIJCOSX def2/J DEFGRID3
* xyz 0 1
C -1.59 -0.32 1.50
S -1.68 1.47 1.85
H -2.00 -0.61 0.53
H -0.53 -0.57 1.39
H -1.95 -0.99 2.26
C 1.24 -0.49 -0.76
N 0.97 0.60 -1.71
H 1.90 -1.28 -1.13
H 1.68 -0.08 0.14
H 0.29 -0.95 -0.51
H 0.67 0.20 -2.59
H 1.83 1.10 -1.87
H -0.84 1.91 0.90
*
```


C5H10OS in the gas phase in a non-equilibrium geometry, computed with wB97M-V/def2-TZVPD.

- energy above the lowest of the compared OMol25 structures with the same formula, charge and spin (kcal per mole) = 67.3
- HOMO (eV) = -8.180
- lowest unoccupied orbital energy (eV) = 0.8
- frontier orbital gap (eV) = 8.97

The geometry in ORCA input format:
```
! wB97M-V def2-TZVPD RIJCOSX def2/J DEFGRID3
* xyz 0 1
C 2.79 0.19 0.46
C 0.72 -0.85 -0.30
C -0.14 0.24 -0.31
C 0.33 1.62 -0.41
C -2.31 0.12 1.14
H 2.28 0.54 1.42
H 3.09 1.00 -0.33
H 3.87 0.04 0.79
H 0.39 -1.81 -0.37
H 1.13 1.69 -1.18
H 0.80 1.88 0.63
H -0.45 2.37 -0.74
H -1.61 -0.50 1.85
H -2.34 1.28 1.20
H -3.31 -0.43 1.30
O 2.08 -1.01 0.02
S -1.81 -0.37 -0.51
*
```


A molecular structure, C3H6F2OP2 in a non-equilibrium geometry, computed with wB97M-V/def2-TZVPD.

- energy above the lowest of the compared OMol25 structures with the same formula, charge and spin (kcal per mole) = 60.0
- HOMO (eV) = -8.548
- lowest unoccupied orbital energy (eV) = 0.4
- frontier orbital gap (eV) = 8.96

The geometry in ORCA input format:
```
! wB97M-V def2-TZVPD RIJCOSX def2/J DEFGRID3
* xyz 0 1
C 0.63 -0.32 -0.24
C -0.87 0.69 -0.82
C 1.07 0.07 1.10
O 0.39 0.77 -1.22
F -1.67 -0.15 -1.60
F 0.17 -0.18 2.14
P 0.61 -1.77 -1.23
P -1.58 1.68 0.54
H 1.45 1.11 0.98
H 1.84 -0.62 1.58
H 0.93 -2.57 -0.21
H 1.74 -1.53 -1.80
H -2.30 0.66 1.25
H -2.42 2.16 -0.47
*
```